C6H11NO | the ωB97M-V functional and the def2-TZVPD basis

Calculated values
Energy above the lowest of the compared OMol25 structures with the same formula, charge and spin   517.5 kJ/mol
Electronic energy   -9933.09087 eV
SMILES string   C[C@]12CCO[C@@H]1CN2
E_HOMO   -9.1 eV

Last column: Löwdin charge in e.
Cartesian coordinates (Å):
C: 0.49809 -1.43779 1.15017  0.006
C: 0.39402 -0.03037 0.41488  -0.494
C: -0.19649 1.08899 1.13471  -0.093
C: -1.60688 0.73200 0.58276  -0.271
O: -1.67555 0.03990 -0.59622  -0.061
C: -0.21100 0.16085 -0.93975  -0.192
C: 1.02515 -0.48336 -1.58065  -0.135
N: 1.72698 -0.10902 -0.32715  -0.011
H: -0.59064 -1.77020 1.32864  0.106
H: 1.20376 -1.34101 2.01262  0.087
H: 1.17209 -2.07318 0.46759  0.092
H: 0.17938 2.03402 0.76095  0.112
H: -0.27718 1.30172 2.22466  0.133
H: -2.24031 0.12865 1.20366  0.109
H: -2.23320 1.70695 0.54133  0.143
H: 0.09334 1.17927 -1.17322  0.144
H: 0.96992 -1.49795 -1.64265  0.070
H: 1.36397 -0.19113 -2.52251  0.096
H: 2.25708 0.78479 -0.71402  0.157